Computed, not measured: a molecular structure, CH6N2Si at a distorted geometry, with ωB97M-V with the def2-TZVPD basis set.

The geometry in XYZ format:
```
10
Properties=species:S:1:pos:R:3:lowdin_charge:R:1
C 1.319 0.540 0.009 -0.32
N -2.428 0.235 -0.221 0.03
N -1.374 -0.083 0.286 -0.27
Si 0.079 -0.896 0.056 0.45
H 1.212 1.237 0.896 0.03
H 2.313 -0.013 -0.221 0.03
H 1.342 1.226 -0.916 0.04
H -2.843 1.070 0.133 0.04
H 0.415 -1.818 -1.536 -0.02
H -0.036 -1.497 1.514 -0.02
```

Calculated values
- Net charge: 0
- 2S+1: 1
- Lowest unoccupied orbital energy: 0.4 eV
- Energy above the lowest of the compared OMol25 structures with the same formula, charge and spin: 2.964 eV
- Frontier orbital gap: 8.6 eV